Entry 1:
22
Properties=species:S:1:pos:R:3:forces:R:3 method="wB97M-V/def2-TZVPD" smiles=CNC[C@H]1CCCN1 gap_ev=9.75 max_force_ev_per_a=3.56
N 0.523085 1.121624 -1.029965 2.23 -0.15 0.69
C 2.076861 1.211695 -1.038082 -2.43 0.88 1.04
C 2.502122 -0.166947 -0.646060 1.11 -2.00 -1.25
C 1.377466 -0.708888 0.219971 -0.93 2.29 -0.48
C 0.257766 0.377138 0.241687 -1.24 -0.33 -2.13
C -1.208764 -0.177349 -0.014828 1.33 1.19 0.50
N -1.946192 -0.359848 1.234917 -0.09 -0.25 -1.32
C -3.236070 -1.089679 0.908268 2.11 -0.84 2.73
H 0.120549 2.065446 -0.994137 0.27 -0.46 0.03
H 2.318345 1.915203 -0.168513 0.39 -0.32 -1.70
H 2.318484 1.419852 -2.074500 0.68 0.87 0.31
H 3.467341 -0.262663 -0.081761 -0.69 0.49 -0.73
H 2.615408 -0.832509 -1.588087 -0.13 1.09 1.44
H 1.717863 -0.766428 1.189828 0.74 -0.86 2.26
H 1.028906 -1.618456 -0.164513 -0.66 -1.36 -0.21
H 0.299517 1.079663 1.113896 -0.07 -0.81 -0.34
H -1.176960 -1.075789 -0.672517 0.21 0.26 0.42
H -1.627304 0.633508 -0.654734 -0.44 -0.62 0.64
H -1.299632 -0.794633 1.914307 -1.07 -0.14 -0.48
H -3.804375 -0.937342 1.865061 -0.38 -0.15 -1.41
H -3.023167 -2.234433 0.860504 -0.66 1.83 -0.63
H -3.609510 -0.599677 -0.005228 -0.29 -0.61 0.61

---

Entry 2:
22
Properties=species:S:1:pos:R:3:forces:R:3 method="wB97M-V/def2-TZVPD" gap_ev=8.67 max_force_ev_per_a=1.43
C -1.186422 -1.860663 -2.133925 0.15 0.51 0.95
C -0.351387 -0.759166 -1.465012 -0.25 -0.82 0.92
C -1.000728 -0.299320 -0.150341 -0.14 1.27 -0.16
C -0.129889 0.639971 0.643651 0.57 0.26 0.01
C 0.115946 0.489267 1.945388 -0.23 -0.17 -0.64
N 0.911791 1.321805 2.718387 0.01 0.01 0.99
C 0.465721 1.859610 -0.042889 -0.45 -0.78 -0.48
N 0.983291 -1.276307 -1.153274 -0.23 0.17 -0.36
H -1.808261 -2.431869 -1.446456 -0.30 0.38 0.13
H -1.731682 -1.387305 -2.909688 -1.07 0.08 -0.68
H -0.590922 -2.611073 -2.578105 1.05 -0.67 -0.69
H -0.385575 0.112722 -2.127513 0.47 -0.01 -0.15
H -1.862689 0.319474 -0.441922 -0.32 -0.45 0.01
H -1.334586 -1.127541 0.468462 0.02 -0.18 -0.03
H -0.426290 -0.278475 2.483912 0.35 -0.19 0.18
H 1.416906 0.873891 3.464815 -0.17 -0.04 0.06
H 1.454710 2.066922 2.328538 -0.05 -0.03 -0.57
H 1.547807 1.793708 -0.185122 0.06 0.16 0.26
H 0.047919 1.992560 -1.041533 -0.06 0.00 0.00
H 0.181258 2.727764 0.530368 0.26 0.56 0.15
H 1.561681 -0.518332 -0.813564 0.18 -0.11 0.06
H 1.401727 -1.647324 -1.997458 0.17 0.05 0.02

---

Entry 3:
22
Properties=species:S:1:pos:R:3:forces:R:3 method="wB97M-V/def2-TZVPD" gap_ev=8.16 max_force_ev_per_a=0.42
C -0.384799 -1.871232 0.339373 0.24 0.25 -0.09
C 0.237686 1.605522 -0.168900 -0.16 -0.39 -0.05
C -0.653421 -3.187265 -0.308066 -0.02 0.02 -0.07
C 1.710515 1.606831 -0.569193 -0.05 0.08 0.05
C 0.018689 2.045235 1.267278 0.06 0.05 -0.07
N 0.655273 -1.117140 0.027591 -0.27 -0.32 -0.02
C -1.769537 0.395735 -0.540326 0.02 -0.38 0.12
N -2.029689 -0.746140 -0.396429 0.31 0.28 0.01
H -0.803259 -1.711465 1.326091 -0.03 0.04 -0.03
H -0.302573 2.239006 -0.869172 0.00 0.03 0.01
H 0.397148 -0.027373 0.010820 -0.12 0.29 0.03
H 1.063672 -1.350481 -0.873814 -0.04 -0.05 0.03
H -2.185348 1.356678 -0.785221 0.09 0.05 0.02
H -0.396975 -3.163441 -1.368994 0.00 0.02 0.06
H -0.056685 -3.967662 0.175547 -0.03 0.08 0.00
H -1.706586 -3.446178 -0.209593 0.05 0.03 0.01
H 2.141930 2.611198 -0.456889 -0.01 -0.06 0.00
H -1.042228 2.123740 1.518890 0.02 -0.01 -0.01
H 2.312331 0.936824 0.053213 -0.03 0.00 0.00
H 1.846436 1.310152 -1.612867 -0.01 0.01 0.04
H 0.478403 3.022883 1.471435 -0.02 -0.05 0.00
H 0.469016 1.334571 1.969223 -0.01 0.00 -0.03